[1]
Density functional theory data (ωB97M-V/def2-TZVPD) for a 2-piece molecular cluster, C3H11NOS2 overall.

Output
Charge: 0
Structure (SMILES): CSSCCN.O
ΔE to the lowest compared entry with this formula, charge and spin in kcal/mol: 18.5
Frontier orbital gap in eV: 8.92
Strongest force on any atom in eV/Å: 2.4
Highest occupied orbital energy in eV: -8.53

Element x y z (Å)
N (1.968, 1.439, 1.275)
C (0.571, 1.065, 1.577)
C (-0.257, 0.378, 0.481)
S (-1.910, 1.098, 0.263)
S (-2.574, -0.332, -1.066)
C (-3.942, -1.196, -0.156)
H (2.468, 0.566, 1.421)
H (2.055, 1.683, 0.293)
H (0.557, 0.478, 2.507)
H (0.117, 2.027, 1.802)
H (0.243, 0.588, -0.469)
H (-0.276, -0.691, 0.700)
H (-4.042, -0.786, 0.846)
H (-4.800, -1.354, -0.807)
H (-3.414, -2.133, 0.059)
H (3.691, -0.704, -3.028)
H (4.890, -1.426, -2.561)
O (4.656, -0.699, -3.136)


[2]
Density functional theory data (ωB97M-V/def2-TZVPD) for a 2-piece molecular cluster, C3H11NOS2 overall.

Output
Charge: 0
Structure (SMILES): C[C@H](N)CSS.O
ΔE to the lowest compared entry with this formula, charge and spin in kcal/mol: 29.8
Frontier orbital gap in eV: 9.32
Strongest force on any atom in eV/Å: 4.9
Highest occupied orbital energy in eV: -9.09

Element x y z (Å)
N (0.958, -0.347, 0.090)
C (-0.328, 0.043, -0.349)
C (-1.257, 0.385, 0.767)
C (-0.390, 1.313, -1.215)
S (0.454, 1.056, -2.832)
S (-0.240, -0.926, -3.179)
H (1.475, -0.579, -0.743)
H (1.012, -1.257, 0.635)
H (-0.689, -0.714, -1.074)
H (-1.078, 1.393, 1.158)
H (-0.962, -0.284, 1.558)
H (-2.211, 0.233, 0.573)
H (0.195, 2.140, -0.841)
H (-1.425, 1.662, -1.122)
H (-1.022, -0.575, -4.293)
H (2.581, -1.057, 3.592)
H (1.108, -1.126, 3.302)
O (1.818, -1.361, 3.971)


[3]
Density functional theory data (ωB97M-V/def2-TZVPD) for one molecule with the formula C3H11NP2Si.

Output
Charge: 0
Structure (SMILES): C[Si](C)(C)/P=N/P
ΔE to the lowest compared entry with this formula, charge and spin in kcal/mol: 9.9
Frontier orbital gap in eV: 7.25
Strongest force on any atom in eV/Å: 3.2
Highest occupied orbital energy in eV: -7.72

Element x y z (Å)
C (-1.092, -2.013, -0.302)
C (-1.414, 0.639, 1.465)
C (0.004, 0.870, -1.438)
N (2.541, -0.361, -0.403)
Si (-0.380, -0.228, 0.048)
P (1.841, -0.805, 0.933)
P (4.147, -0.292, -0.812)
H (-1.469, -2.200, -1.299)
H (-0.202, -2.657, -0.197)
H (-1.626, -2.189, 0.647)
H (-2.451, 0.778, 1.143)
H (-1.427, 0.249, 2.513)
H (-0.968, 1.601, 1.662)
H (-0.925, 1.041, -2.037)
H (0.633, 1.795, -1.290)
H (0.529, 0.210, -2.006)
H (4.835, 0.477, 0.236)
H (3.676, 0.843, -1.628)


[4]
Density functional theory data (ωB97M-V/def2-TZVPD) for a 2-piece molecular cluster, C3H11NS overall.

Output
Charge: 0
Structure (SMILES): CC(C)N.S
ΔE to the lowest compared entry with this formula, charge and spin in kcal/mol: 38.2
Frontier orbital gap in eV: 9.28
Strongest force on any atom in eV/Å: 4.4
Highest occupied orbital energy in eV: -9.39

Element x y z (Å)
C (1.744, 0.582, -0.111)
C (0.389, 0.458, -0.806)
C (0.406, 0.970, -2.232)
N (-0.001, -0.976, -0.876)
H (1.606, 0.246, 0.922)
H (2.430, -0.122, -0.589)
H (2.099, 1.611, -0.084)
H (-0.344, 1.038, -0.234)
H (1.058, 0.337, -2.840)
H (0.779, 1.993, -2.317)
H (-0.590, 0.910, -2.679)
H (-1.875, -1.234, 0.698)
H (-0.983, -0.917, -1.142)
H (-0.041, -1.299, 0.105)
S (-1.137, -0.576, 2.012)
H (-2.171, 0.127, 1.505)


[5]
Density functional theory data (ωB97M-V/def2-TZVPD) for a 2-piece molecular cluster, C3H11NS2 overall.

Output
Charge: 0
Structure (SMILES): CCCN.SS
ΔE to the lowest compared entry with this formula, charge and spin in kcal/mol: 6.0
Frontier orbital gap in eV: 9.59
Strongest force on any atom in eV/Å: 0.8
Highest occupied orbital energy in eV: -9.25

Element x y z (Å)
S (0.114, 3.321, 1.092)
S (-1.674, 2.304, 1.428)
H (0.330, 2.841, -0.137)
H (-2.512, 3.303, 1.069)
C (0.957, -1.371, 0.044)
C (-0.275, -0.522, -0.217)
C (-0.670, -0.477, -1.683)
N (1.598, -0.998, 1.306)
H (1.696, -1.234, -0.756)
H (0.750, -2.448, -0.068)
H (-0.081, 0.451, 0.234)
H (-1.132, -0.918, 0.338)
H (-0.633, -1.489, -2.101)
H (-0.021, 0.154, -2.290)
H (-1.712, -0.183, -1.813)
H (2.341, -1.656, 1.496)
H (0.924, -1.078, 2.059)


[6]
Density functional theory data (ωB97M-V/def2-TZVPD) for a 2-piece molecular cluster, C3H11NSi overall.

Output
Charge: 0
ΔE to the lowest compared entry with this formula, charge and spin in kcal/mol: 109.4
Frontier orbital gap (alpha / beta) in eV: 8.25 / 6.73
Strongest force on any atom in eV/Å: 4.0
Highest occupied orbital energy (alpha / beta) in eV: -8.38 / -6.86

Element x y z (Å)
C (-1.750, -0.560, -0.691)
C (2.253, -0.759, 0.638)
C (-1.666, 0.356, 0.721)
N (-0.863, 1.485, 0.490)
Si (1.777, 0.634, -0.519)
H (-2.309, -0.139, -1.467)
H (-0.713, -0.595, -0.897)
H (-2.145, -1.587, -0.500)
H (1.778, -0.743, 1.666)
H (1.881, -1.463, -0.041)
H (3.329, -0.994, 0.813)
H (-2.706, 0.845, 0.938)
H (-1.196, -0.292, 1.414)
H (-1.276, 1.853, -0.377)
H (1.847, 2.050, -0.444)
H (1.758, -0.093, -1.742)


[7]
Density functional theory data (ωB97M-V/def2-TZVPD) for a 2-piece molecular cluster, C3H11O overall.

Output
Charge: +1
ΔE to the lowest compared entry with this formula, charge and spin in kcal/mol: 9.4
Frontier orbital gap in eV: 9.53
Strongest force on any atom in eV/Å: 1.7
Highest occupied orbital energy in eV: -14.69

Element x y z (Å)
O (-2.649, 1.648, 0.865)
H (-1.941, 2.276, 0.609)
H (-3.070, 1.852, 1.725)
H (-2.333, 0.716, 0.804)
C (0.050, -0.263, 0.325)
C (1.386, -1.052, -0.004)
C (1.846, -0.835, -1.431)
H (-0.775, -0.671, -0.263)
H (-0.096, -0.288, 1.407)
H (0.316, 0.707, -0.096)
H (2.129, -0.558, 0.625)
H (1.360, -2.102, 0.306)
H (2.788, -1.391, -1.446)
H (2.073, 0.209, -1.688)
H (1.212, -1.184, -2.248)


[8]
Density functional theory data (ωB97M-V/def2-TZVPD) for a 3-piece molecular cluster, C3H11O2S overall.

Output
Charge: -1
ΔE to the lowest compared entry with this formula, charge and spin in kcal/mol: 27.3
Frontier orbital gap in eV: 6.53
Strongest force on any atom in eV/Å: 3.7
Highest occupied orbital energy in eV: -2.78

Element x y z (Å)
C (-0.587, 1.480, -0.151)
C (0.726, 0.743, -0.208)
C (1.450, 0.762, 1.264)
S (0.645, -0.144, 2.627)
H (-0.451, 2.598, 0.071)
H (-1.077, 1.427, -1.222)
H (-1.312, 0.941, 0.547)
H (1.465, 1.285, -0.998)
H (0.603, -0.335, -0.459)
H (2.455, 0.315, 1.139)
H (1.414, 1.786, 1.594)
H (-0.293, -1.203, -1.518)
H (-0.393, -2.511, -2.451)
O (-0.343, -1.525, -2.535)
H (-0.838, -1.638, 1.216)
H (-2.157, -1.796, 0.578)
O (-1.305, -2.184, 0.509)


[9]
Density functional theory data (ωB97M-V/def2-TZVPD) for C3H11O4 as an isolated structure.

Output
Charge: -1
ΔE to the lowest compared entry with this formula, charge and spin in kcal/mol: 35.4
Frontier orbital gap in eV: 8.62
Strongest force on any atom in eV/Å: 3.1
Highest occupied orbital energy in eV: -4.44

Element x y z (Å)
C (-1.463, -1.175, 0.375)
O (-0.169, -1.683, 0.241)
C (-1.442, 0.360, 0.517)
C (-0.674, 1.179, -0.673)
O (0.646, 1.408, -0.321)
H (-2.086, -1.654, -0.431)
H (-1.686, -1.488, 1.438)
H (-0.918, 0.593, 1.433)
H (-2.505, 0.722, 0.521)
H (-0.735, 0.624, -1.608)
H (-1.234, 2.106, -0.625)
H (2.066, 0.732, -1.338)
H (0.587, -0.837, 0.786)
H (2.104, -0.780, -1.552)
O (2.636, 0.013, -1.677)
H (2.289, -0.618, 1.082)
H (1.052, 0.604, 0.449)
O (1.531, -0.106, 1.383)


[10]
Density functional theory data (ωB97M-V/def2-TZVPD) for a 4-piece molecular cluster, C3H11O4S overall.

Output
Charge: -1
ΔE to the lowest compared entry with this formula, charge and spin in kcal/mol: 21.2
Frontier orbital gap in eV: 7.57
Strongest force on any atom in eV/Å: 5.2
Highest occupied orbital energy in eV: -4.06

Element x y z (Å)
O (-1.286, 2.002, -1.674)
C (-0.814, 1.501, -0.573)
C (0.539, 1.486, -0.027)
C (1.129, 0.218, -0.713)
S (0.479, -1.336, 0.065)
H (-1.503, 0.809, -0.039)
H (1.023, 2.360, -0.320)
H (0.822, 1.179, 1.008)
H (0.952, 0.179, -1.862)
H (2.180, 0.186, -0.587)
H (2.922, -1.567, 3.035)
H (2.003, -1.372, 1.797)
O (2.540, -0.893, 2.458)
H (-1.465, -0.876, 1.242)
H (-2.982, -1.054, 1.150)
O (-2.325, -0.605, 1.631)
H (-0.890, -1.199, -1.766)
H (-1.698, -0.013, -2.420)
O (-1.627, -1.005, -2.405)


[11]
Density functional theory data (ωB97M-V/def2-TZVPD) for a 3-piece molecular cluster, C3H12BN2O overall.

Output
Charge: +1
ΔE to the lowest compared entry with this formula, charge and spin in kcal/mol: 52.8
Frontier orbital gap in eV: 10.42
Strongest force on any atom in eV/Å: 4.2
Highest occupied orbital energy in eV: -14.18

Element x y z (Å)
B (-1.835, 0.297, 0.246)
C (-3.171, -0.346, 0.640)
C (1.737, -0.771, 0.958)
C (1.722, -1.893, -1.004)
N (-0.750, 0.816, -0.327)
N (1.348, -0.870, -0.383)
O (0.663, 2.716, -1.107)
H (-3.953, 0.387, 0.594)
H (-2.957, -0.437, 1.744)
H (-3.403, -1.346, 0.350)
H (2.677, -1.363, 1.387)
H (1.947, 0.213, 1.075)
H (0.994, -1.030, 1.680)
H (2.309, -2.639, -0.562)
H (1.532, -2.090, -2.098)
H (-0.503, 1.800, -0.338)
H (-0.026, 0.068, -0.540)
H (1.584, 2.997, -1.131)
H (0.085, 3.491, -1.182)


[12]
Density functional theory data (ωB97M-V/def2-TZVPD) for C3H12BORb4 as an isolated structure.

Output
Charge: +3
Frontier orbital gap in eV: 7.78
Strongest force on any atom in eV/Å: 4.7
Highest occupied orbital energy in eV: -16.13

Element x y z (Å)
Rb (-1.060, 3.318, -4.291)
Rb (3.810, 3.759, 0.541)
Rb (-2.862, 5.485, 2.225)
Rb (-4.084, 0.310, 0.063)
B (-0.285, 3.108, -0.095)
H (-0.145, 3.168, 0.973)
H (0.521, 2.563, -0.562)
H (-1.241, 2.675, -0.346)
H (-0.204, 4.119, -0.460)
C (-0.368, -3.417, 0.558)
C (0.588, -2.210, 0.572)
C (1.269, -1.979, -0.826)
O (-0.080, -1.096, 1.093)
H (-0.482, -3.617, 1.624)
H (-0.063, -4.435, 0.314)
H (-1.298, -3.100, 0.087)
H (1.383, -2.379, 1.297)
H (1.983, -2.795, -0.939)
H (1.860, -1.065, -0.881)
H (0.542, -2.131, -1.624)
H (0.216, -0.282, 0.677)


[13]
Density functional theory data (ωB97M-V/def2-TZVPD) for a 4-piece molecular cluster, C3H12BrN6O3 overall.

Output
Charge: 0
Multiplicity: 2
Frontier orbital gap (alpha / beta) in eV: 9.50 / 5.35
Strongest force on any atom in eV/Å: 6.9
Highest occupied orbital energy (alpha / beta) in eV: -8.93 / -8.77

Element x y z (Å)
Br (0.190, 2.051, 0.027)
C (0.976, 0.407, 3.478)
O (1.859, 0.696, 2.658)
N (1.179, -0.017, 4.671)
N (-0.244, 0.617, 3.103)
H (2.091, 0.051, 5.100)
H (0.339, -0.409, 5.071)
H (-0.885, 0.536, 3.879)
H (-0.413, 0.886, 2.144)
C (1.470, -1.629, 0.045)
O (2.243, -0.714, 0.278)
N (0.404, -1.505, -0.648)
N (1.758, -2.830, 0.423)
H (-0.071, -0.617, -0.569)
H (0.185, -2.181, -1.366)
H (2.523, -2.981, 1.065)
H (1.077, -3.576, 0.405)
C (-1.668, 0.913, -3.648)
O (-1.334, -0.169, -3.367)
N (-2.196, 1.129, -4.796)
N (-1.396, 2.041, -2.940)
H (-2.726, 0.311, -5.060)
H (-2.530, 2.082, -4.839)
H (-1.823, 2.941, -3.104)
H (-1.009, 1.966, -2.010)